ORCA calculation (wB97M-V/def2-TZVPD) on C41H43AsBaN4O3 as an isolated structure.

```
93
Properties=species:S:1:pos:R:3:lowdin_charge:R:1
Ba 0.0545 0.2657 -0.2103 1.972
C 1.5831 0.1831 -3.1205 -0.120
N 0.1838 -0.2142 -3.0381 -0.318
C -0.6854 0.8297 -3.6077 -0.211
C -2.1871 0.7252 -3.2877 -0.155
C -2.7142 1.3988 -2.0068 -0.242
N -2.5817 0.5623 -0.8260 -0.106
C -3.6375 0.3030 -0.1558 -0.116
C -3.7460 -0.4992 1.0504 -0.144
C -5.0471 -0.8276 1.4760 -0.075
C -5.2927 -1.6168 2.5713 -0.121
C -4.1909 -2.1099 3.2931 -0.099
C -2.9099 -1.7928 2.9247 -0.037
C -2.6184 -0.9604 1.7994 -0.409
O -1.4080 -0.6468 1.5353 -0.342
C -0.0170 -1.5016 -3.7117 -0.210
C 0.5204 -2.7349 -2.9844 -0.165
C -0.2005 -3.0874 -1.6769 -0.227
N 0.4015 -2.4371 -0.5257 -0.092
C 0.6837 -3.1634 0.4855 -0.117
C 1.2691 -2.7547 1.7613 -0.148
C 1.2249 -3.7203 2.7832 -0.070
C 1.7069 -3.4803 4.0483 -0.122
C 2.2848 -2.2300 4.3081 -0.108
C 2.3642 -1.2731 3.3291 -0.038
C 1.8513 -1.4732 2.0132 -0.426
O 1.9319 -0.5369 1.1386 -0.360
H 1.9152 0.3403 -4.1592 0.098
H 2.2144 -0.5874 -2.6774 0.086
H 1.7449 1.1156 -2.5717 0.049
H -0.5891 0.8149 -4.7066 0.122
H -0.3049 1.7928 -3.2570 0.096
H -2.5120 -0.3186 -3.2849 0.103
H -2.7138 1.1836 -4.1288 0.110
H -3.7580 1.6922 -2.1867 0.108
H -2.1532 2.3257 -1.8289 0.101
H -4.5984 0.7024 -0.5163 0.119
H -5.8823 -0.4417 0.8983 0.102
H -6.3039 -1.8584 2.8679 0.089
H -4.3548 -2.7484 4.1539 0.098
H -2.0568 -2.1724 3.4770 0.111
H 0.4361 -1.4531 -4.7173 0.123
H -1.0876 -1.6421 -3.8661 0.109
H 1.5924 -2.6541 -2.7918 0.106
H 0.4073 -3.5690 -3.6822 0.111
H -0.2415 -4.1778 -1.5570 0.109
H -1.2406 -2.7433 -1.7587 0.119
H 0.4528 -4.2379 0.4422 0.119
H 0.7800 -4.6836 2.5543 0.103
H 1.6503 -4.2342 4.8215 0.088
H 2.6842 -2.0182 5.2939 0.096
H 2.8224 -0.3112 3.5324 0.095
O 0.6478 2.6786 -0.9991 -0.688
As 0.8290 4.2253 -0.4349 1.193
C 1.7874 5.2410 -1.7582 -0.298
C 2.0890 4.6217 -2.9637 -0.087
C 2.7624 5.3276 -3.9515 -0.074
C 3.1317 6.6462 -3.7292 -0.080
C 2.8306 7.2645 -2.5217 -0.077
C 2.1560 6.5631 -1.5351 -0.087
C 1.8330 4.2821 1.1973 -0.310
C 2.5225 3.1333 1.5672 -0.091
C 3.2685 3.1262 2.7344 -0.060
C 3.3242 4.2639 3.5294 -0.074
C 2.6366 5.4110 3.1588 -0.079
C 1.8879 5.4227 1.9902 -0.109
C -0.8329 5.1776 -0.2242 -0.292
C -1.4698 5.5734 -1.3977 -0.099
C -2.6886 6.2303 -1.3378 -0.077
C -3.2625 6.5029 -0.1029 -0.078
C -2.6236 6.1135 1.0659 -0.071
C -1.4099 5.4443 1.0101 -0.106
H 1.7981 3.5886 -3.1134 0.088
H 3.0003 4.8489 -4.8925 0.106
H 3.6580 7.1954 -4.4991 0.105
H 3.1214 8.2928 -2.3517 0.105
H 1.9175 7.0466 -0.5948 0.100
H 2.4686 2.2343 0.9642 0.087
H 3.7973 2.2276 3.0227 0.107
H 3.9029 4.2571 4.4441 0.105
H 2.6768 6.2955 3.7810 0.104
H 1.3402 6.3154 1.7122 0.097
H -1.0068 5.3694 -2.3571 0.107
H -3.1872 6.5321 -2.2495 0.105
H -4.2126 7.0188 -0.0521 0.105
H -3.0785 6.3227 2.0253 0.107
H -0.9287 5.1066 1.9185 0.085
C -1.1575 1.0055 3.9931 -0.032
C -0.8917 1.8547 2.8415 -0.223
N -0.6456 2.5027 1.9252 0.158
H -2.2012 0.6949 3.9875 0.086
H -0.9299 1.5331 4.9176 0.088
H -0.5414 0.1110 3.9022 0.085
```

## Properties
HOMO level ... -6.70 eV
Charge ... 0
HOMO-LUMO gap ... 7.0 eV

***

ORCA calculation (wB97M-V/def2-TZVPD) on a 4-piece molecular cluster, C15H42BrN3O3 overall.

```
64
Properties=species:S:1:pos:R:3:nbo_charge:R:1
Br -9.0254 -9.9572 -2.2271 -0.997
C -5.8712 -13.0549 -8.7736 -0.431
N -5.7774 -12.4380 -7.4129 -0.213
C -6.9494 -13.0591 -6.5963 -0.408
C -4.5037 -13.0022 -6.7213 -0.405
C -5.9372 -10.8913 -7.4691 -0.249
C -4.7492 -10.0963 -7.9226 -0.107
O -4.3698 -10.3986 -9.3074 -0.724
H -5.9676 -14.1401 -8.8089 0.233
H -4.9878 -12.8754 -9.3863 0.260
H -6.8119 -12.6966 -9.1916 0.229
H -7.9207 -12.7706 -6.9980 0.240
H -6.8648 -12.7132 -5.5661 0.244
H -6.9524 -14.1414 -6.7256 0.229
H -4.3596 -12.6020 -5.7177 0.229
H -3.6518 -12.6530 -7.3048 0.237
H -4.6077 -14.0861 -6.6724 0.237
H -5.9087 -10.4875 -6.4570 0.245
H -6.9365 -10.6124 -7.8034 0.250
H -3.8850 -10.1158 -7.2586 0.206
H -5.1179 -9.0789 -8.0530 0.221
H -4.9527 -9.8486 -9.8358 0.477
C -1.9448 -12.3993 0.4453 -0.396
N -3.1644 -11.9614 1.2698 -0.220
C -3.0958 -12.5368 2.7246 -0.418
C -3.2061 -10.4270 1.5688 -0.416
C -4.5869 -12.1977 0.5542 -0.211
C -5.0208 -13.5795 0.3400 -0.100
O -4.0553 -14.1995 -0.3720 -0.724
H -2.0686 -12.3175 -0.6346 0.248
H -1.5777 -13.3934 0.7004 0.249
H -1.2654 -11.6341 0.8209 0.214
H -2.2342 -12.1094 3.2374 0.240
H -2.8896 -13.6001 2.6026 0.228
H -4.0384 -12.5357 3.2720 0.244
H -2.2639 -10.0912 2.0019 0.230
H -3.9366 -10.0368 2.2774 0.249
H -3.2867 -9.9701 0.5825 0.231
H -4.6882 -11.6341 -0.3733 0.247
H -5.2803 -11.6972 1.2301 0.227
H -6.0015 -13.7124 -0.1167 0.220
H -5.0246 -14.1648 1.2595 0.166
H -4.4412 -15.0127 -0.7056 0.490
C -10.5416 -9.4269 3.1184 -0.408
N -11.7610 -8.5605 3.4116 -0.204
C -11.4541 -7.0937 3.1183 -0.419
C -12.8901 -9.0022 2.4266 -0.395
C -12.2779 -8.7413 4.8396 -0.228
C -13.5121 -7.9158 5.3541 -0.079
O -13.6784 -8.2522 6.7355 -0.726
H -10.7439 -10.0965 2.2825 0.245
H -10.3393 -9.9522 4.0519 0.228
H -9.7251 -8.7779 2.8020 0.238
H -11.0061 -6.6944 4.0283 0.229
H -12.3992 -6.5594 3.0216 0.227
H -10.8632 -6.8920 2.2249 0.255
H -13.1112 -10.0566 2.5922 0.234
H -12.3872 -9.0261 1.4598 0.245
H -13.6043 -8.2227 2.6920 0.224
H -11.4064 -8.4674 5.4341 0.221
H -12.5176 -9.7970 4.9673 0.236
H -14.3013 -8.2756 4.6939 0.174
H -13.4006 -6.8321 5.3885 0.196
H -14.4878 -7.9570 7.1589 0.504
```

## Properties
HOMO level ... -9.88 eV
Charge ... +2
HOMO-LUMO gap ... 6.0 eV

***

ORCA calculation (wB97M-V/def2-TZVPD) on an isolated molecule of C9H16N2O4.

```
31
Properties=species:S:1:pos:R:3:nbo_charge:R:1
C 0.6654 1.6269 -0.6306 -0.160
C -0.2913 0.4891 -0.5723 0.659
C 1.5982 1.5397 -1.7733 0.115
C 1.6193 2.8316 -2.6681 -0.638
C -1.1679 -1.4339 0.1920 -0.138
C -2.2647 -1.0064 1.2001 0.803
C -0.5703 -2.8272 0.5076 -0.402
C 0.8270 -2.5017 1.0413 -0.432
C 1.2930 -1.0803 0.6852 -0.205
H 0.6376 2.5816 1.1374 0.378
H 2.1347 2.0696 0.7037 0.389
H -0.0090 2.5358 -0.9823 0.211
H 1.4080 0.6831 -2.4341 0.181
H 3.5414 0.7668 -1.8624 0.481
H 2.6846 2.8255 -2.9591 0.220
H 1.4331 3.8545 -2.1517 0.216
H 0.8815 2.6787 -3.4331 0.222
H -1.6716 -1.5073 -0.7465 0.248
H -0.6862 -3.5900 -0.2406 0.229
H -1.0774 -3.1638 1.5278 0.213
H 1.5420 -3.1259 0.5716 0.216
H 1.0308 -2.7217 2.1111 0.217
H 2.0424 -0.9026 -0.1898 0.203
H 1.5875 -0.4624 1.4812 0.220
H -2.5168 -0.4352 2.9492 0.494
N 1.1366 1.9032 0.6619 -0.829
N 0.0065 -0.5729 0.1823 -0.414
O -1.5147 0.6420 -0.7060 -0.637
O 2.9498 1.2161 -1.2339 -0.774
O -3.4322 -1.2467 1.0236 -0.592
O -1.9049 -0.2645 2.2559 -0.692
```

## Properties
HOMO level ... -8.95 eV
Charge ... 0
HOMO-LUMO gap ... 9.4 eV

***

ORCA calculation (wB97M-V/def2-TZVPD) on C5H7O4Yb as an isolated structure.

```
17
Properties=species:S:1:pos:R:3:nbo_charge:R:1
O 0.7964 0.8054 -2.7149 -1.003
Yb 0.0343 0.0196 -0.8801 2.391
C 1.5759 1.9678 -2.8512 -0.151
C 2.2089 2.3186 -1.5408 -0.308
H 2.3617 1.8115 -3.6154 0.208
H 0.9526 2.8123 -3.2024 0.194
H 2.5841 1.5269 -0.8853 0.153
H 2.1956 3.3473 -1.1705 0.208
C -0.5499 1.5587 2.2335 -0.390
C -0.5205 0.4912 1.4271 -0.422
H -0.5668 2.5533 1.7839 0.219
H -0.7016 1.4946 3.3165 0.228
O -0.6178 -0.7496 2.1740 -0.461
C -0.4350 -1.8425 1.4942 1.043
O -0.1343 -1.8983 0.2983 -0.830
O -0.5390 -2.9026 2.2579 -0.598
H -0.4069 -3.7062 1.7372 0.519
```

## Properties
⟨S²⟩ ... 2.01
HOMO level (spin up / spin down) ... -12.26 / -13.48 eV
Charge ... +1
HOMO-LUMO gap (spin up / spin down) ... 7.1 / 7.3 eV
2S+1 ... 3

***

no.,E_tot (eV),molecular weight (g mol⁻¹)
1,-116852.608,852.1
2,-96872.328,392.4
3,-20760.750,216.2
4,-45008.489,304.1